77
Properties=species:S:1:pos:R:3 method="wB97M-V/def2-TZVPD" charge=-1 lumo_energy_ev="1.154 / 2.169" multiplicity=5
H -0.83 1.49 -1.06
O 3.25 3.83 -0.06
O 0.90 1.86 0.07
C 2.41 0.56 -1.08
C -5.74 2.45 3.58
H 1.77 -4.96 1.54
O 4.36 -0.27 -2.24
H 1.36 1.64 5.34
C 0.83 1.19 3.32
H -6.44 2.64 2.78
C 3.74 0.60 -1.67
H -5.97 1.05 -1.58
H -3.27 -0.09 -2.78
N -2.30 1.16 4.00
Si 0.82 -3.37 -0.08
C -0.20 -4.71 -0.89
H -5.41 -0.35 0.98
P -2.63 0.36 0.06
H -4.51 -1.76 0.38
H -5.39 2.72 6.94
H -5.17 1.92 -0.25
H 0.36 -5.66 -0.89
H 1.40 3.25 3.52
H 1.93 -3.31 2.15
C 0.71 0.92 4.83
H 2.38 -0.31 2.98
H -7.04 3.14 5.14
H -1.16 -2.07 2.78
C 0.59 2.68 3.06
H -1.15 -4.88 -0.37
H 0.52 -1.85 3.31
P -0.41 0.18 2.33
H -1.29 -2.23 0.55
C 4.23 2.03 -1.40
H -4.47 1.93 -1.88
O 1.54 -0.41 -1.04
H -2.31 1.78 -1.96
H -0.83 -1.17 4.28
C -2.06 0.87 2.71
H -3.31 -1.62 -1.89
H -0.36 3.00 3.50
H 2.97 1.27 3.50
C 3.16 2.73 -0.56
H -0.65 -1.55 -0.96
C 1.26 -4.00 1.63
H -1.97 2.69 -0.45
C -5.14 2.49 5.91
H -4.79 -0.99 -2.63
H -0.44 -4.46 -1.93
O 5.26 2.51 -1.78
H -5.96 -1.22 -0.48
C -6.06 2.74 4.90
C -3.00 1.08 1.69
H 0.37 -4.15 2.25
C -5.00 1.32 -1.14
C 2.07 1.76 -0.48
H 3.04 -2.41 -0.60
C -0.47 -1.38 3.27
H -0.31 1.05 5.18
N -4.21 1.61 1.93
C -0.37 -1.92 0.06
C -3.87 -0.70 -2.10
H 1.06 -0.08 5.09
C -3.54 1.68 4.28
C -4.49 1.92 3.24
H 0.58 2.91 1.99
C -4.24 0.04 -0.81
C -1.90 1.73 -0.95
H -3.16 1.77 6.37
C -5.08 -0.88 0.08
C 2.38 -3.17 -1.04
C 2.23 0.77 2.87
H 2.92 -4.13 -1.06
H 2.43 1.04 1.84
H 2.19 -2.86 -2.07
Fe -0.06 0.05 0.02
C -3.89 1.97 5.60

=====

10
Properties=species:S:1:pos:R:3 method="wB97M-V/def2-TZVPD" charge=0 lumo_energy_ev=-0.326 smiles="N=C=C=N.N=C=S"
S 0.15 2.80 -0.92
H 2.46 0.31 -0.20
C -1.73 0.21 0.45
C -1.24 -0.87 1.00
N -2.66 0.78 -0.12
C 0.98 1.52 -0.68
H -2.42 1.75 -0.20
H 0.29 -1.35 1.81
N -0.53 -1.77 1.44
N 1.53 0.44 -0.60

=====

12
Properties=species:S:1:pos:R:3 method="wB97M-V/def2-TZVPD" charge=0 lumo_energy_ev=0.205 smiles="CC(Cl)(Cl)C(=O)OO"
C 0.02 -0.25 1.00
C 0.61 -0.63 -0.61
H -1.26 0.62 3.01
Cl -0.21 -2.05 -1.26
H 0.24 0.08 -2.52
O -1.15 0.38 0.96
O 0.71 -0.55 1.92
H 0.92 1.36 -1.64
Cl 2.40 -0.88 -0.30
O -1.77 0.77 2.22
C 0.29 0.49 -1.55
H -0.78 0.67 -1.22

=====

72
Properties=species:S:1:pos:R:3 method="wB97M-V/def2-TZVPD" charge=+2 lumo_energy_ev="-5.522 / -10.272" multiplicity=5
H -1.32 -3.87 -4.81
H 0.16 5.73 -5.50
C -1.80 -0.02 -0.92
H -1.78 0.68 -7.37
H 0.98 2.63 3.18
C -1.63 -1.80 -5.18
H 2.52 1.00 -7.02
C -0.91 2.52 -8.09
C -1.12 -0.49 -4.93
C -1.75 -1.12 -1.84
N 2.20 -0.26 0.92
H -3.49 3.66 -4.50
H 0.07 -3.63 -10.47
C 0.27 3.23 -8.33
H -1.89 2.96 -8.33
H 1.98 -5.18 -9.95
C 0.60 -3.54 -9.53
N 2.20 -0.32 -0.51
C 2.05 2.39 3.28
H 1.49 3.87 -4.55
H -2.19 -1.14 -2.83
C -0.36 4.87 -5.07
C -1.66 2.65 -3.96
H 0.24 4.20 -8.82
C 0.38 0.68 -7.10
H 2.63 -3.09 -6.26
C 0.13 -0.28 -4.17
C 1.50 2.68 -7.93
C 0.24 -2.52 -8.62
O 2.32 1.09 2.72
H -0.91 -3.21 -1.63
Cl 2.71 1.58 -3.67
C -0.86 -2.89 -4.78
O 1.67 1.99 0.73
C -1.13 -0.42 0.29
H 2.93 -0.80 1.39
H -2.18 1.78 -3.55
C 2.00 -3.25 -7.13
H -0.51 -1.77 -8.89
C 0.91 -2.39 -7.40
C -2.40 3.70 -4.50
H -2.66 -1.94 -5.52
H -1.07 0.16 1.20
C -0.26 2.72 -4.00
H -2.30 0.93 -1.08
C 1.55 1.42 -7.33
H 0.97 -3.59 -3.89
H 0.61 1.68 -1.84
H 2.13 -1.35 -4.18
C 0.40 3.84 -4.54
H 2.71 -1.15 -0.81
H 2.35 2.33 4.32
C 1.67 -4.40 -9.24
C 2.33 -4.29 -8.01
H 2.42 3.25 -8.06
H 0.44 0.95 -0.93
H 3.14 -5.00 -7.77
H -1.79 0.35 -5.13
Si 0.37 -1.01 -6.13
C -0.85 1.24 -7.51
C 0.43 -2.75 -4.32
C 1.05 -1.45 -4.42
Si 0.71 1.34 -3.29
C -0.64 -1.76 0.11
C 2.04 1.04 1.41
H -0.06 -2.34 0.82
H 2.68 0.52 -0.89
Ru 0.25 -0.61 -1.48
C -1.07 -2.22 -1.19
C -1.76 4.79 -5.08
H -2.33 5.59 -5.53
H 2.65 3.16 2.77

=====

32
Properties=species:S:1:pos:R:3 method="wB97M-V/def2-TZVPD" charge=+1 lumo_energy_ev=-4.045
H 0.81 -3.64 1.34
C 1.85 -0.81 2.16
H -1.64 -1.10 -1.46
H -3.33 1.53 1.54
S -0.14 2.82 -1.49
H -2.15 1.45 -1.03
H -0.98 0.29 -2.48
H 2.32 -2.95 1.24
H 1.05 -2.57 0.10
N 1.34 -2.77 1.17
H 2.28 -1.05 3.24
Cl 0.12 -3.13 -1.61
C -2.56 2.09 2.03
C -0.20 -0.23 -0.39
H -2.26 3.73 0.56
H 1.81 -0.37 -3.13
C -1.74 2.81 0.90
C 0.25 -1.55 -2.48
H -1.94 1.46 2.69
O -0.53 0.84 0.21
H 2.03 -0.58 -1.45
C 0.71 -1.69 1.97
H -0.84 3.34 1.43
H 1.52 0.21 2.43
C -0.75 -0.66 -1.77
C 1.72 -1.13 -2.46
C -1.29 1.91 -0.34
H 2.45 -1.78 -2.80
H -0.23 -1.62 -3.55
H -3.14 2.98 2.56
H 2.63 -1.03 1.49
H 0.80 3.20 -0.61

=====

23
Properties=species:S:1:pos:R:3 method="wB97M-V/def2-TZVPD" charge=+1 lumo_energy_ev=-4.837
Li -1.52 -0.72 3.25
H -4.00 0.09 0.64
C 2.12 1.08 0.37
H 0.24 -1.45 -1.60
H 3.17 1.37 0.76
H -1.46 -0.72 1.79
C 0.98 2.07 0.74
C -0.47 1.75 0.25
C -2.17 0.14 -1.06
N -2.14 -1.25 1.22
C 1.92 -0.21 -0.45
H -2.57 1.12 -1.48
C 3.08 -1.25 -0.84
H 4.10 -0.76 -0.65
C 0.49 -0.53 -0.96
H -2.22 -0.68 -1.86
H 2.97 -2.27 -0.33
H -1.37 2.42 0.48
B -2.93 -0.31 0.32
H 2.95 -1.45 -1.97
H 1.12 3.04 1.32
C -0.65 0.45 -0.59
H -1.63 -1.94 0.64

=====

16
Properties=species:S:1:pos:R:3 method="wB97M-V/def2-TZVPD" charge=0 lumo_energy_ev=-0.009
H 1.72 -1.58 0.35
H -0.39 1.29 -1.26
H -1.91 -0.74 -0.97
C -1.89 0.46 0.82
H 0.28 -0.24 -1.82
C 2.21 -0.65 0.05
C 1.35 1.58 0.64
H -2.67 -0.09 1.34
H -2.36 1.33 0.33
H 2.68 -0.80 -0.92
H 3.00 -0.43 0.78
C 1.19 0.47 -0.04
C -0.04 0.31 -0.92
H -1.18 0.84 1.56
C -1.19 -0.42 -0.21
H -0.81 -1.33 0.27

=====

19
Properties=species:S:1:pos:R:3 method="wB97M-V/def2-TZVPD" charge=+2 lumo_energy_ev="-12.619 / -14.102" multiplicity=2
O -0.06 0.31 1.82
H 1.57 -0.31 -1.12
H -0.50 -1.73 1.71
H -0.72 -3.75 -3.02
N -0.54 -1.94 -0.89
H 1.15 -1.23 1.26
H -0.42 0.21 2.72
H -0.04 -2.80 -0.59
C -0.37 -0.75 -0.27
H -0.52 -4.38 -2.68
C 0.10 -0.96 1.22
C 0.77 1.55 -0.42
H 1.25 2.31 -1.05
H 0.28 0.20 -2.13
C 0.62 0.21 -1.10
H -1.37 -0.27 -0.27
O -0.48 2.06 -0.08
H -0.47 3.03 0.11
H 1.36 1.48 0.53

=====

56
Properties=species:S:1:pos:R:3 method="wB97M-V/def2-TZVPD" charge=+1 lumo_energy_ev=-5.161
H -2.98 -1.45 -4.46
N 1.42 0.54 2.04
C -4.73 1.04 -1.50
C 0.34 -3.54 5.76
S 5.67 2.51 -2.21
S 5.73 4.26 -1.51
C 1.96 -0.64 4.10
S -2.38 2.28 -0.05
H 3.55 0.33 1.78
H -6.49 0.96 -0.27
O 0.05 1.70 -2.24
C 2.27 0.00 -2.28
H -4.36 -1.27 -2.39
H -4.98 0.73 0.62
N 1.08 2.14 0.58
C 2.31 -2.11 -0.47
H 4.34 -2.39 -1.09
H 3.13 2.33 -0.05
C 1.70 -1.65 5.01
C -3.37 -0.83 -2.44
H 4.29 -0.53 -2.72
C -5.50 0.50 -0.31
H 0.25 -1.60 -0.08
H -3.68 0.17 -4.34
C 0.50 1.33 1.45
C -0.08 0.55 -1.65
C 1.15 -1.36 -0.64
N 0.12 -4.38 6.51
Pb -0.19 3.51 -0.99
H -0.55 -1.22 1.89
H -1.04 -3.00 3.54
C 2.43 1.84 0.61
C 3.42 -0.76 -2.13
C 0.06 -1.34 2.77
H -5.26 0.85 -2.43
H -5.64 -0.58 -0.38
H 2.33 -1.77 5.88
C 0.61 -2.49 4.81
S 2.78 3.77 -2.54
H -1.98 -0.10 -3.93
H 2.24 0.83 -2.98
H -2.66 -1.51 -1.98
C -2.32 0.86 -1.06
N -1.20 0.11 -1.16
C -0.21 -2.34 3.69
H 2.33 -2.93 0.23
C 3.44 -1.80 -1.21
C 2.65 0.86 1.51
C -2.98 -0.53 -3.88
S 3.89 5.10 -1.71
H 2.79 0.04 4.25
N -3.41 0.40 -1.63
C 1.13 -0.30 -1.54
H -0.55 1.28 1.66
H -4.58 2.11 -1.42
C 1.14 -0.49 2.99

=====

9
Properties=species:S:1:pos:R:3 method="wB97M-V/def2-TZVPD" charge=0 lumo_energy_ev="0.207 / -3.317" multiplicity=3
C -0.70 -0.76 -0.26
C -1.12 0.23 -1.24
O -1.55 0.00 -2.35
H 0.92 0.64 0.71
B 0.85 -0.28 0.07
H -0.75 1.20 -0.84
H -1.13 -0.72 0.82
H 1.64 -1.12 -0.15
F -0.93 -1.95 -0.74

=====

9
Properties=species:S:1:pos:R:3 method="wB97M-V/def2-TZVPD" charge=0 lumo_energy_ev=-0.007
C 0.03 -0.85 1.04
O -0.01 1.49 -2.40
C 0.66 -0.14 -0.06
H -1.31 1.60 -0.69
Cl -1.71 -0.77 1.11
Cl 0.66 -2.37 1.43
H 1.46 -0.52 -0.47
O 0.71 0.25 1.36
C -0.48 1.32 -1.31

=====

76
Properties=species:S:1:pos:R:3 method="wB97M-V/def2-TZVPD" charge=+1 lumo_energy_ev=-3.122
C -1.11 -2.35 -3.53
N 3.89 -1.22 1.18
N -1.61 2.93 1.41
H 5.26 -0.42 3.70
C -1.87 3.61 0.15
H 2.47 -4.26 0.49
H 0.50 4.71 1.10
H -0.15 2.16 2.68
H -1.49 -2.02 -1.15
C 0.00 -0.21 -4.66
C 0.67 3.98 1.89
C 5.22 -0.77 1.55
H -2.93 -1.00 -4.95
C -0.21 2.74 1.75
H 3.83 -3.10 2.17
H 5.53 -2.11 3.26
H -1.43 4.96 3.58
H 0.53 4.48 2.85
H -3.51 3.23 2.18
H -3.29 -1.74 -1.43
H 1.72 3.69 1.84
H 2.46 -1.85 3.47
H 5.93 -1.22 0.84
C -2.12 0.13 -3.53
H -1.11 -2.65 -4.60
O -1.92 -3.62 0.51
H -1.10 -0.92 -6.40
H -1.45 1.91 -1.13
C 2.46 -0.78 3.25
H 4.58 -3.09 0.58
H 0.24 2.08 1.00
H -1.03 0.96 -6.15
H -2.94 3.58 -0.05
H -1.59 4.67 0.19
H -2.34 2.71 3.35
H -1.49 -0.90 2.47
C -1.17 2.96 -1.04
C -2.47 3.38 2.49
H -3.77 -3.74 -0.38
C -2.43 -2.64 1.40
H 3.15 -0.28 3.93
C -1.18 -0.05 -5.74
C 3.75 -2.67 1.16
C 5.71 -1.08 2.96
H -3.50 -2.38 1.22
C -2.43 -2.45 -1.56
H 1.58 -2.88 1.10
H -3.18 5.09 3.59
H -0.08 3.03 -0.96
C 2.79 -0.48 1.79
H 2.98 0.59 1.68
H 1.46 -0.41 3.48
N -2.49 -0.08 -4.99
O -2.34 -2.77 -2.95
H -1.75 1.16 -3.42
H -0.52 -1.66 1.13
H -2.48 -4.65 -1.24
H -2.30 5.53 2.14
C -2.70 -3.73 -0.67
H 0.81 -0.92 -4.92
C -2.32 4.82 2.97
H 5.30 0.30 1.37
H 1.89 -0.65 1.19
H 6.79 -0.91 3.02
H -2.42 -3.07 2.43
C -1.53 -1.35 1.47
H -1.88 -0.60 0.72
C 2.46 -3.17 0.53
H 0.39 0.72 -4.22
H -2.95 -0.17 -2.86
H -3.13 0.68 -5.25
H -0.42 -0.67 -2.45
H 2.36 -2.80 -0.50
C -0.86 -0.80 -3.47
H -1.46 3.47 -1.96
H -0.29 -2.93 -3.05

=====

13
Properties=species:S:1:pos:R:3 method="wB97M-V/def2-TZVPD" charge=0 lumo_energy_ev=-0.325
H -1.53 -1.82 -0.54
C -0.52 0.04 -0.13
H 1.26 0.60 1.36
H -1.23 1.88 -0.25
O 3.82 0.25 0.02
N -0.35 1.34 -0.05
O -3.02 -0.05 0.51
C 2.67 -0.13 -0.26
N -1.78 -0.47 -0.39
N 1.63 -0.42 0.93
H -3.60 0.47 -0.16
H 2.27 -0.85 -1.11
O 0.38 -0.85 0.07

=====

32
Properties=species:S:1:pos:R:3 method="wB97M-V/def2-TZVPD" charge=0 lumo_energy_ev=0.603 smiles="Cc1ccc(S(=O)(=O)NCCCC(=O)O)cc1"
C -3.45 -0.31 0.43
C 4.30 -1.00 -0.04
C -4.80 -0.62 -0.14
O -5.76 0.11 0.43
H -0.28 -1.70 0.19
H 4.42 -0.41 -2.10
C 1.95 0.46 0.02
C 2.67 0.38 -1.15
H -6.63 -0.08 0.03
C 3.56 -0.91 1.13
H -2.54 -1.69 -0.94
H -0.90 -0.51 1.37
C -2.42 -1.39 0.11
N -0.71 0.25 -0.50
H 3.91 -1.41 2.02
H 5.76 -2.21 -1.05
O 0.45 2.39 -0.96
H -3.55 -0.15 1.51
H 5.58 -2.57 0.67
C 5.58 -1.77 -0.07
H 1.80 -0.07 2.07
C 2.38 -0.17 1.17
O -5.03 -1.41 -1.02
H 2.31 0.91 -2.02
S 0.40 1.36 0.03
H -2.59 -2.27 0.73
H 6.42 -1.11 0.15
H -0.63 0.05 -1.49
C -1.00 -0.88 0.34
O 0.06 1.68 1.38
H -3.11 0.63 -0.01
C 3.85 -0.35 -1.18

=====

13
Properties=species:S:1:pos:R:3 method="wB97M-V/def2-TZVPD" charge=0 lumo_energy_ev=-0.455 smiles="O=C([C@@H](O)C#[N+][O-])C(F)(F)F"
H -0.29 1.24 -0.96
N -0.06 0.72 2.98
F -2.15 -3.01 -0.77
F -0.07 -3.00 -0.20
O -1.52 -0.39 -1.42
C -1.24 -2.37 -0.04
C 0.33 0.24 1.99
H 0.97 -0.57 0.15
C 0.08 -0.01 0.49
C -1.09 -0.90 -0.43
F -1.58 -2.50 1.25
O 0.04 1.27 -0.05
O -0.18 1.12 4.08